(1)
Molecular formula: C33H45MnN7O7PS
Method: DFT, the ωB97M-V functional and the def2-TZVPD basis

Last column: Mulliken spin population.
Geometry (Å):
1 Mn -0.33117 -1.36688 0.56751  0.9093
2 S -0.53994 -3.46923 0.96695  0.0511
3 P 0.64239 -1.15872 -2.18785  -0.0022
4 O 0.97705 -1.48248 -0.65803  -0.0595
5 O 1.99807 -1.14777 -2.96945  -0.0011
6 O -5.14372 3.35034 0.82479  0.0000
7 O -1.75203 -1.26790 -0.45273  0.0239
8 O 0.17035 0.33739 -1.99918  0.0189
9 O -0.31068 -2.07001 -2.82372  -0.0011
10 O -3.52673 -1.50939 -1.74049  0.0267
11 N -2.86501 3.35777 1.08762  0.0000
12 N 1.98848 -0.06660 1.70797  0.0079
13 N 2.75815 0.10310 2.71117  0.0004
14 N 1.10124 -1.06082 1.98266  -0.0185
15 N -1.73446 -0.74419 2.06325  -0.0062
16 N 2.38721 -0.78940 3.65259  0.0006
17 N -4.21242 1.97030 2.37573  0.0000
18 C -2.60615 -2.01164 -1.16541  -0.0081
19 C -1.42257 6.11438 -1.77214  0.0000
20 C 3.11624 -3.35519 5.19632  -0.0001
21 C -2.07103 -1.49589 3.10937  0.0055
22 C -2.15239 -6.28553 -1.26835  -0.0118
23 C -3.24925 4.74600 -0.92579  0.0000
24 C 3.81269 -2.14616 -1.68404  0.0001
25 C -2.44472 4.30950 0.11694  0.0000
26 C 1.35670 -1.48256 3.19515  0.0089
27 C 0.47475 2.49668 -2.96398  0.0000
28 C -0.31335 0.62081 -4.42356  0.0001
29 C -1.79771 1.50626 -2.62134  -0.0025
30 C -1.52734 -4.17616 -0.27952  0.0053
31 C -2.37355 -3.49406 -1.16591  0.0179
32 C -1.13954 4.77170 0.21660  0.0000
33 C -2.97255 -5.60726 -2.16467  0.0243
34 C -0.36600 1.23643 -3.03228  0.0046
35 C -3.48529 0.80978 2.59289  -0.0028
36 C 3.47446 0.34319 -1.70276  0.0011
37 C 4.18302 -0.85473 -3.78891  -0.0001
38 C -0.63663 5.66021 -0.71976  0.0000
39 C -2.72731 5.63890 -1.85313  0.0000
40 C 3.04459 -0.81954 4.97026  -0.0002
41 C -4.13290 2.93332 1.33238  0.0000
42 C -1.44006 -5.57716 -0.32479  0.0190
43 C -2.41423 0.38427 1.80551  -0.0067
44 C -3.13209 -1.15688 3.92527  -0.0016
45 C -3.84624 -0.00986 3.66517  0.0012
46 C 3.37537 -0.94250 -2.50892  -0.0006
47 C -3.09975 -4.22994 -2.08965  -0.0108
48 C 5.04320 -2.11235 4.14224  -0.0001
49 C 3.91897 -2.05533 5.17489  0.0002
50 C -0.89139 7.11258 -2.77196  0.0000
51 H -2.17418 3.12775 1.78193  0.0000
52 H 3.66992 -3.06427 -2.25710  0.0004
53 H 0.70885 0.35416 -4.70501  0.0001
54 H -3.75324 -3.68804 -2.75900  0.0006
55 H -4.26492 4.39164 -1.01761  0.0000
56 H -3.40125 -1.80324 4.75002  0.0000
57 H 2.77187 0.34007 -0.86631  -0.0004
58 H -1.32030 6.94795 -3.76101  0.0000
59 H -0.50516 4.42581 1.02892  0.0000
60 H 0.38844 6.00433 -0.62890  0.0000
61 H -0.68587 1.35418 -5.13795  0.0001
62 H 2.27005 -0.74909 5.73176  -0.0001
63 H 3.26954 1.21037 -2.32991  0.0000
64 H 5.69889 -2.96088 4.34191  0.0000
65 H 3.86922 0.00688 -4.38038  0.0000
66 H -0.80831 -6.09165 0.39098  0.0004
67 H 1.48589 2.30897 -3.33095  0.0000
68 H -2.38450 0.58516 -2.62956  0.0003
69 H 0.85639 -2.27610 3.72469  -0.0010
70 H 5.65099 -1.20521 4.15986  0.0000
71 H -1.51919 -2.40958 3.26537  0.0002
72 H 3.23788 -2.21678 -0.76058  0.0011
73 H 0.19484 7.05665 -2.85221  0.0000
74 H 4.86969 -2.05122 -1.43320  -0.0001
75 H 4.35834 -1.91123 6.16515  -0.0001
76 H 0.53494 2.85988 -1.93611  0.0000
77 H -2.06297 -7.36391 -1.31080  -0.0002
78 H -1.14740 8.13122 -2.47076  0.0000
79 H -0.93180 -0.27654 -4.48145  -0.0002
80 H -3.50902 -6.15464 -2.93002  0.0008
81 H 4.48452 0.44073 -1.30385  -0.0001
82 H -4.68639 0.26972 4.29144  -0.0001
83 H -5.13562 1.97398 2.77958  -0.0001
84 H 2.27423 -3.30453 5.89389  0.0000
85 H -3.36191 5.97340 -2.66726  0.0000
86 H 4.64422 -2.23510 3.13010  0.0000
87 H 4.04063 -1.75645 -4.38603  0.0000
88 H -2.12171 0.92823 0.91866  0.0053
89 H 2.74056 -3.61013 4.19995  0.0000
90 H -2.25352 2.22121 -3.30863  0.0000
91 H 0.02013 3.27371 -3.58143  0.0001
92 H 3.75370 -4.18178 5.51087  0.0000
93 H -1.82514 1.93686 -1.61920  -0.0002
94 H 3.65060 0.08126 5.00690  0.0000
95 H 5.24331 -0.75059 -3.55166  0.0000

Atoms 1-6, force components in eV/Å:
Mn -0.051 -2.550 0.162
S 0.119 1.433 0.050
P -0.194 0.241 -0.470
O -0.577 0.369 0.543
O 0.366 -0.155 0.208
O 0.070 -0.084 -0.006

The multiplicity is 2. The value obtained for the orbital gap (alpha / beta) is 4.96 / 4.93 eV. The net charge is +1. The lowest unoccupied orbital energy (alpha / beta) is -5.452 / -5.483 eV. The total energy comes out at -4084.93587 hartree.

---

(2)
Molecular formula: C33H45N2O2PtSSe
Method: DFT, the ωB97M-V functional and the def2-TZVPD basis

Last column: Löwdin charge in e.
Geometry (Å):
1 Pt 1.95368 1.63494 -1.59106  0.7570
2 Se 1.44347 -0.56736 -0.71388  1.1212
3 S 2.94905 3.53677 -2.54736  0.5565
4 O 1.62295 2.29427 0.28106  -0.3430
5 O 0.05076 -0.40782 -3.26867  -0.1676
6 N 2.50391 1.25026 -3.49377  -0.1746
7 N 4.27195 2.36859 -4.63910  0.1138
8 C -3.50433 -2.43065 0.64071  -0.5630
9 C 2.55366 -2.30507 4.55285  -0.0530
10 C -1.22025 -1.50420 -0.07300  -0.0667
11 C 1.37914 -0.37997 3.46233  -0.1804
12 C 1.32591 -1.38565 4.61278  -0.5593
13 C -2.81068 -2.75878 1.96251  -0.0793
14 C 3.31448 2.30555 -3.72271  -0.8337
15 C 3.56263 0.16627 -5.26928  -0.0133
16 C -4.06399 -3.73648 0.05847  -0.0574
17 C 1.47471 3.74826 4.39460  -0.0812
18 C 1.31207 -0.70082 5.97984  -0.0731
19 C -2.15235 0.73399 -4.63052  -0.0595
20 C -0.81735 -0.66210 -2.37253  -0.4446
21 C 4.37755 1.29056 -5.42475  -0.3278
22 C 0.05596 -2.23909 4.49371  -0.0538
23 C -0.42246 -0.90481 -1.03002  -0.3768
24 C 2.85257 4.02198 2.35817  -0.0407
25 C 1.48762 1.93074 2.62252  -0.0868
26 C 1.53864 3.43481 2.89766  -0.5363
27 C -4.32293 -0.13003 -3.86264  -0.0758
28 C -2.83223 -0.47898 -3.97782  -0.5409
29 C -4.67154 -1.47928 0.94374  -0.0547
30 C 1.44798 0.06343 1.09323  -0.4045
31 C -3.00764 -1.40601 -1.62770  -0.0042
32 C 5.45074 1.32004 -6.47401  -0.0420
33 C 1.39719 -0.82958 2.15093  -0.0873
34 C 1.41312 1.00295 3.65331  0.0217
35 C 1.52270 1.45078 1.28597  -0.3779
36 C 2.63511 0.16633 -4.24295  -0.0961
37 C -2.23042 -0.82363 -2.61132  -0.0951
38 C -2.68085 -1.69448 -4.90334  -0.0487
39 C -2.54813 -1.78162 -0.35641  -0.1944
40 C 0.34194 4.12990 2.22951  -0.0416
41 H -3.25477 -4.44202 -0.14090  0.0860
42 H -1.62489 -1.94833 -5.01254  0.0825
43 H 1.37915 -1.89250 1.93309  0.1045
44 H -4.05237 -1.58905 -1.85047  0.0912
45 H -3.20304 -2.56084 -4.49006  0.0795
46 H 2.88361 5.09901 2.54845  0.0800
47 H 3.70716 3.56295 2.86209  0.0869
48 H -5.36842 -1.93515 1.65414  0.0763
49 H 2.59520 -2.85004 3.60888  0.0758
50 H -2.17201 1.59404 -3.95640  0.0927
51 H 0.43684 -0.05882 6.09820  0.0856
52 H 0.54859 3.38655 4.84769  0.0832
53 H 0.03825 -2.80057 3.55843  0.0704
54 H 1.95694 -0.64734 -4.01583  0.0977
55 H -4.93254 -0.97294 -3.53303  0.0658
56 H 0.37744 5.20443 2.43214  0.0793
57 H -4.58847 -3.55792 -0.88152  0.0729
58 H -4.76702 -4.20191 0.75639  0.0760
59 H -3.52136 -3.22944 2.64700  0.0815
60 H 5.83223 2.33211 -6.58378  0.0735
61 H -1.97679 -3.44941 1.81620  0.0830
62 H 6.27575 0.66628 -6.18303  0.0811
63 H 1.39494 1.37692 4.66612  0.0796
64 H -0.80131 -1.72829 0.90040  0.0801
65 H -0.83486 -1.60819 4.51776  0.0860
66 H 2.94869 3.85213 1.28870  0.0738
67 H 1.51095 4.83152 4.53010  0.0796
68 H 2.31812 3.31705 4.93910  0.0817
69 H 2.52492 -3.03731 5.36507  0.0787
70 H -3.09127 -1.48150 -5.89608  0.0761
71 H -0.59629 3.73818 2.63053  0.0878
72 H 3.47355 -1.72386 4.64312  0.0881
73 H 0.34899 3.97491 1.15336  0.0768
74 H 3.66443 -0.69072 -5.91941  0.1059
75 H -2.69813 1.00188 -5.54088  0.0740
76 H 1.28115 -1.45833 6.76650  0.0797
77 H 2.20593 -0.09302 6.13429  0.0845
78 H -4.47547 0.69557 -3.16431  0.0896
79 H -2.42635 -1.85792 2.44449  0.0773
80 H -4.29951 -0.54642 1.37165  0.0885
81 H -0.00460 -2.95623 5.31769  0.0808
82 H -5.22586 -1.23089 0.03742  0.0736
83 H -4.69907 0.17538 -4.84250  0.0750
84 H 5.07047 0.96510 -7.43239  0.0761
85 H -1.11321 0.53090 -4.86697  0.0659

Atoms 1-6, force components in eV/Å:
Pt -0.233 -0.116 0.204
Se 0.087 0.116 -0.289
S 0.086 -0.078 -0.085
O 0.024 0.045 -0.080
O -0.035 0.020 0.064
N 0.606 -0.199 0.288

The multiplicity is 1. The value obtained for the orbital gap is 6.49 eV. The net charge is -1. The lowest unoccupied orbital energy is 2.506 eV. The total energy comes out at -4463.54882 hartree.